Formula: C19H62O12
Source: OMol25
Level of theory: the ωB97M-V functional and the def2-TZVPD basis

Summary:
E_HOMO, Ha: -0.3426
SMILES: CCO.CCO.CCO.CCO.CCO.CCO.CCO.CO.CO.CO.CO.CO
ΔE to the lowest compared entry with this formula, charge and spin, kJ/mol: 457.73
DFT total energy, Ha: -1663.78920
LUMO, Eh: 0.00666
Gap between HOMO and LUMO, eV: 9.50
Total charge: 0
2S+1: 1

CARTESIAN COORDINATES (ANGSTROEM)
H (-0.7853, 2.9081, 3.3504)
H (1.9514, -1.2956, 4.4895)
O (-2.4462, 0.0188, 0.5761)
H (1.6370, -2.8721, 0.4480)
C (-2.4687, -3.9220, 1.1715)
C (-2.4159, 4.0809, 2.5207)
C (-2.9104, -1.0142, -3.0976)
H (2.2691, 1.0047, -2.6577)
H (-0.6104, -0.0575, 3.8528)
C (-1.6699, 2.7907, 2.7245)
C (0.7573, 0.3946, -0.3548)
H (-1.8755, 1.5202, 1.2686)
H (3.4392, -1.7152, -1.2431)
H (2.5745, 1.6164, -4.2862)
C (-0.7845, -1.1033, 3.5999)
H (-2.6550, -4.9707, 1.4029)
C (-2.0086, 2.6724, -2.1325)
H (-2.0969, -4.0360, -0.9185)
H (3.7732, 2.0687, 0.6725)
H (-2.9141, 1.6807, -3.4298)
H (-3.8761, -1.1333, -2.6065)
H (-2.3093, 2.0093, 3.1353)
H (-3.2057, 4.1604, 3.2677)
H (-3.7942, -1.2531, 1.3246)
H (4.9453, -3.8079, -0.3415)
H (5.4177, 1.5814, 0.1727)
H (1.7220, 0.0275, -0.7050)
H (0.0210, 0.3604, -1.1578)
H (-2.2870, -0.4153, -2.4337)
H (1.1481, 3.1922, -3.0831)
H (-2.5267, -2.0214, -3.2606)
O (-3.0541, -0.2731, -4.3709)
H (2.0676, -2.4496, -4.8209)
C (2.1950, 3.1243, -2.7871)
C (-1.5309, -3.7165, -0.0435)
O (-2.7806, 2.6226, -3.3009)
H (3.8834, -2.0174, 0.4599)
H (-4.6247, 1.6739, 0.6937)
C (0.4600, -1.9216, 3.4441)
H (2.6521, -4.2149, 0.3908)
H (1.9120, -3.7706, -1.1074)
H (2.0891, -0.6363, -4.8576)
C (1.7685, 2.0251, 4.1334)
O (0.9417, 1.7499, 0.0123)
H (1.4979, 3.3765, 5.3930)
H (-1.3947, -1.4250, 4.4439)
H (0.1272, -2.9380, 3.2335)
C (4.5531, 1.3149, 0.7806)
H (-2.9344, 4.1433, 1.5640)
H (-1.5083, 3.6300, -1.9884)
O (4.8615, 1.1075, 2.1160)
O (-1.1775, -2.3410, -0.2264)
H (0.1441, -3.2307, -3.2495)
C (2.3634, -3.3512, -0.2083)
C (-3.7581, -0.3800, 0.6731)
H (2.4475, -1.5714, -3.3911)
H (-0.7428, -4.4668, -0.1062)
H (1.3312, 1.6765, 3.1978)
H (-2.1068, -3.4877, 2.1035)
H (5.1766, 1.9367, 2.4832)
O (4.6632, -3.2428, -1.0645)
H (-4.3182, 0.9976, 2.1780)
H (-0.2417, -1.6028, -4.6219)
H (1.7759, 1.2469, 4.8966)
O (-1.3424, 2.3042, 1.4195)
H (-1.8373, 4.9825, 2.7217)
O (2.3930, 3.3584, -1.4306)
H (3.7931, 1.8740, -3.0180)
H (-1.9303, -0.7522, 0.3292)
H (-3.9829, -0.3580, -4.5987)
H (-5.7256, 0.4647, 1.2007)
H (-0.6300, -2.2729, -1.0120)
H (-1.4317, -1.0822, 2.7231)
H (0.1620, 2.0061, 0.5104)
O (1.1448, 3.1663, 4.5254)
C (-4.6619, 0.7025, 1.1866)
H (4.2009, 0.4278, 0.2542)
H (0.4032, -0.0819, 0.5594)
O (0.1519, -2.4004, -2.7677)
H (0.1135, -0.4355, -3.3866)
C (2.7246, 1.8163, -3.2252)
H (1.8123, 2.7212, -1.0082)
H (-4.1241, -0.6964, -0.3036)
H (2.7008, 3.9668, -3.2587)
O (1.1884, -1.8551, 4.6523)
H (-1.3356, 1.8219, -2.0240)
C (1.8298, -1.5288, -4.2882)
C (3.5608, -2.4778, -0.4739)
H (-3.4536, -3.5225, 0.9296)
H (1.0823, -1.5558, 2.6274)
C (0.3692, -1.4362, -3.7347)
H (2.8169, 2.2163, 3.9048)
H (-2.7457, 2.5683, -1.3363)

These are the Löwdin partial charges, in e, on atoms 1 to 8:
1. H 0.09
2. H 0.07
3. O -0.10
4. H 0.06
5. C -0.06
6. C -0.07
7. C -0.11
8. H 0.05



Formula: C19H64O13
Source: OMol25
Level of theory: the ωB97M-V functional and the def2-TZVPD basis

Summary:
E_HOMO, Ha: -0.3244
ΔE to the lowest compared entry with this formula, charge and spin, kJ/mol: 298.41
DFT total energy, Ha: -1740.15613
LUMO, Eh: 0.00675
Gap between HOMO and LUMO, eV: 9.01
Total charge: 0
2S+1: 1

CARTESIAN COORDINATES (ANGSTROEM)
O (-3.4606, -1.7568, 0.1043)
H (5.2737, 1.2827, -1.8730)
H (1.5624, 3.3819, -0.2619)
H (5.0025, 2.6142, -0.3621)
H (1.7095, 2.3377, -2.3440)
H (-3.6427, 0.4069, -2.8862)
H (-1.2192, 4.6156, 0.2221)
C (-2.6835, -0.0835, -2.8812)
H (-5.4380, -1.7500, -0.4364)
H (-1.4052, 1.6113, -2.2649)
H (0.9496, -3.3142, 0.7536)
H (3.8046, -1.2355, -2.9570)
C (4.3418, 1.1802, -1.3840)
O (-4.0444, 0.9673, 0.4081)
H (-2.6336, -0.5218, -1.9197)
C (0.4143, 2.5448, 3.9025)
C (1.8495, -3.7331, 1.0929)
C (2.2213, -0.2912, 2.9758)
H (2.0384, -0.7902, -2.9782)
H (4.5078, 0.3893, -0.7073)
H (-5.4133, -4.2058, -0.7461)
H (1.0291, 4.2474, -4.2890)
H (-2.3244, 1.7558, -0.3478)
H (-1.1222, 0.0711, 5.0047)
O (-2.5691, 1.3871, 4.2730)
H (1.6441, -4.1352, 2.0533)
H (-0.1843, 2.0697, 3.1500)
H (-2.7402, -2.3753, 0.1921)
H (-3.7987, -4.2545, -0.2280)
C (-2.9537, 1.8937, 0.4696)
H (3.5851, 0.9635, -2.1449)
H (0.3158, 2.7951, 0.9208)
H (0.4988, -0.8337, 0.6384)
C (-2.2210, -0.6232, 3.2412)
C (2.5873, -4.7630, 0.2696)
H (0.5817, 4.9373, -2.0768)
H (1.0240, 4.4354, 1.0642)
H (-1.4155, -0.1478, 2.7183)
C (-0.6861, -2.7468, -1.4349)
H (0.8860, 2.0152, -3.8410)
H (-2.7060, -0.3736, 5.3306)
C (2.7746, -1.5011, -2.6550)
H (3.5087, -5.0344, 0.8043)
H (0.7580, 1.7398, 4.5011)
H (-0.5019, 0.3939, -3.0273)
H (2.6235, 2.5473, -3.9191)
H (2.0156, -5.6750, 0.1850)
H (2.7192, -2.6079, -1.0947)
O (0.8389, 0.4535, -0.8665)
H (2.4283, -4.9273, -1.6160)
H (-3.2822, -1.1374, -4.4047)
H (-4.3445, -2.3256, -1.6605)
O (-0.0126, 5.2918, -1.3749)
C (-4.7025, -3.7466, -0.0755)
C (-0.4497, 4.2383, -0.4849)
H (2.5085, -2.8512, 1.2825)
H (-0.8238, 3.3638, -0.9877)
O (-1.8350, -3.4291, -1.8571)
H (-1.4782, 1.3242, -3.9483)
C (-1.4980, 0.8614, -3.0289)
H (4.0138, 0.1364, 2.0182)
O (1.4129, 3.3857, 3.4016)
H (-0.4838, -1.8630, -2.0546)
H (-2.1285, -1.7164, 3.3529)
H (-3.7340, 0.0404, 0.3055)
C (-2.1230, 0.1089, 4.5879)
H (-2.9392, 1.6783, 5.1220)
H (2.3609, -1.3371, 3.1979)
H (-3.5020, 2.8481, 0.5227)
O (1.1805, 3.9899, -3.3580)
O (2.7271, -1.6300, -1.2846)
H (-3.0888, -0.4148, 2.5814)
H (1.8206, 2.8001, 2.7690)
H (1.5317, -0.1949, -0.9162)
O (2.7963, 1.7491, 1.7520)
C (1.6709, 2.6716, -3.3948)
H (-0.7293, -2.4387, -0.4329)
C (0.6955, 3.6746, 0.3274)
H (-2.3305, -2.6831, -2.1514)
C (2.9721, 0.3507, 1.8103)
O (2.7905, -4.2866, -1.0171)
H (-0.9758, -0.4214, -0.1766)
H (0.2182, -3.3318, -1.5594)
H (1.1657, -0.1287, 2.8709)
H (-0.1542, 3.0605, 4.5867)
H (2.5583, -2.5032, -3.0875)
C (-0.0259, -0.0238, 0.0924)
H (-0.1628, 0.7132, 0.8483)
C (-4.5029, -2.3653, -0.5772)
H (-4.9845, -3.9207, 0.9884)
H (2.7262, -0.1312, 0.8523)
H (-2.2929, 1.8874, 1.3457)
O (4.1361, 2.3687, -0.6298)
O (-2.5656, -1.1959, -3.7321)
H (2.4283, 0.0711, 3.9607)
H (3.1059, 2.1057, 0.8851)

These are the Löwdin partial charges, in e, on atoms 1 to 8:
1. O -0.10
2. H 0.08
3. H 0.06
4. H 0.08
5. H 0.06
6. H 0.13
7. H 0.12
8. C -0.30



Formula: C19H68N4O15
Source: OMol25
Level of theory: the ωB97M-V functional and the def2-TZVPD basis

Summary:
E_HOMO, Ha: -0.3233
ΔE to the lowest compared entry with this formula, charge and spin, kJ/mol: 92.11
DFT total energy, Ha: -2112.09613
LUMO, Eh: -0.00235
Gap between HOMO and LUMO, eV: 8.73
Total charge: 0
2S+1: 1

CARTESIAN COORDINATES (ANGSTROEM)
H (-26.9240, -17.9390, 8.6320)
H (-22.9500, -17.3980, 9.6310)
H (-24.4740, -21.5550, 3.6940)
H (-22.8760, -16.3090, 7.5430)
H (-24.4640, -17.9470, 8.0110)
O (-20.8900, -23.0520, 7.2630)
H (-20.6260, -23.1900, 4.4720)
C (-20.9270, -16.8330, 3.8470)
C (-19.1380, -17.4460, 6.7070)
O (-26.1640, -14.7950, 6.8320)
H (-17.8860, -22.1540, 7.9420)
H (-21.3350, -15.3180, 8.5700)
O (-19.0720, -18.7440, 2.6450)
H (-18.5980, -17.2020, 5.8240)
O (-22.6740, -19.7150, 2.7240)
C (-26.3630, -15.8210, 5.8740)
H (-20.9610, -24.8620, 4.3720)
H (-20.2450, -20.3060, 8.6860)
H (-26.9320, -18.8570, 3.3300)
H (-20.5960, -17.1600, 10.9570)
H (-19.4990, -16.7610, 9.5820)
H (-20.2650, -21.8870, 2.5890)
H (-26.4820, -15.3330, 4.8770)
H (-19.8490, -18.1610, 6.5110)
H (-27.3540, -16.3440, 6.1320)
H (-21.2120, -25.0410, 6.8050)
H (-23.9880, -21.4480, 8.3730)
N (-18.5340, -22.0550, 7.1250)
H (-19.5710, -24.2050, 5.1120)
H (-20.0300, -20.9240, 0.3100)
H (-22.3700, -15.5250, 3.8770)
H (-24.0690, -23.0370, 4.5520)
C (-20.5490, -16.8440, 9.8970)
C (-22.7620, -15.7520, 6.6470)
H (-18.9310, -19.5950, 0.1650)
O (-21.3420, -17.7890, 9.0830)
O (-23.5070, -14.5500, 6.7480)
O (-23.9060, -17.5210, 9.9120)
H (-20.9450, -17.0370, 4.9140)
H (-26.3650, -18.3320, 4.9080)
H (-22.4710, -24.0410, 6.2710)
C (-23.3640, -21.0760, 9.2030)
H (-22.1090, -20.7290, 6.2930)
H (-25.0670, -16.3680, 8.5000)
O (-24.6450, -21.6250, 5.8330)
H (-17.9740, -18.9230, 7.3050)
H (-21.5000, -22.9510, 7.9840)
H (-19.1060, -21.4130, 9.5350)
C (-23.2190, -20.4690, 1.6650)
H (-21.5230, -21.2620, 9.8520)
H (-21.4460, -19.2320, 7.0590)
C (-26.1350, -18.0130, 9.4030)
H (-24.5390, -20.7130, 6.0460)
H (-21.1200, -18.6990, 9.2980)
C (-24.8320, -17.3990, 8.8580)
H (-19.9310, -16.8280, 3.4810)
N (-20.0570, -20.8600, 2.8500)
H (-24.2690, -20.2840, 1.7200)
H (-19.4440, -22.4830, 7.2500)
O (-19.4530, -20.6540, 5.4220)
H (-25.5290, -16.6300, 3.0490)
N (-19.4800, -20.1880, 0.7940)
C (-24.0430, -21.9470, 4.6270)
H (-25.5480, -16.4900, 5.8590)
H (-23.4120, -14.1080, 5.8860)
H (-25.2200, -14.5730, 6.8480)
C (-26.0730, -18.6090, 3.8890)
H (-19.5890, -16.5630, 7.2680)
H (-21.6020, -19.4100, 5.2410)
H (-19.6150, -20.1120, 11.4270)
H (-22.2430, -15.3160, 10.0310)
H (-21.4870, -17.5710, 3.2630)
H (-19.8290, -20.7370, 3.8700)
H (-20.5870, -14.6970, 10.1640)
H (-25.9890, -19.0820, 9.7280)
C (-22.0380, -19.6280, 6.1870)
H (-22.9770, -21.5330, 1.8360)
O (-21.4200, -15.5080, 3.7440)
H (-22.8160, -20.2170, 0.7160)
H (-22.9730, -21.7910, 4.7110)
H (-23.1480, -16.2760, 5.7890)
C (-19.5450, -19.9090, 2.0930)
H (-21.7010, -15.5400, 6.5500)
C (-21.2020, -15.5050, 9.6680)
H (-18.8040, -19.6230, 9.4170)
H (-21.7670, -19.9670, 2.6570)
H (-23.9400, -20.9040, 10.1180)
H (-26.5700, -17.6130, 10.2970)
H (-23.4600, -18.4180, 5.5190)
N (-17.4060, -20.3830, 6.4540)
O (-18.2090, -18.0360, 7.5650)
C (-25.1450, -17.6350, 3.1800)
O (-23.9030, -17.6120, 3.9150)
O (-22.2520, -21.8510, 9.5360)
C (-19.5450, -20.4310, 9.5450)
O (-23.3960, -19.1230, 6.2170)
H (-17.2650, -19.5500, 5.8530)
H (-23.0140, -20.1350, 8.7720)
O (-20.2300, -20.2390, 10.7250)
H (-23.4020, -18.3250, 3.5500)
H (-16.7760, -20.5480, 7.2340)
C (-20.6250, -24.0610, 5.0260)
H (-24.9280, -17.9620, 2.1700)
C (-21.3560, -24.0680, 6.3750)
C (-18.4770, -21.0840, 6.3240)
H (-25.6010, -19.5680, 3.9440)

These are the Löwdin partial charges, in e, on atoms 1 to 8:
1. H 0.07
2. H 0.04
3. H 0.06
4. H 0.05
5. H 0.08
6. O -0.09
7. H 0.01
8. C -0.15